[1]
Formula: C44H47N4O3Si
Source: OMol25
Level of theory: ωB97M-V/def2-TZVPD

## Properties
Largest force on an atom, eV/A: 3.947
Net charge: +1
Multiplicity: 1
Orbital gap, eV: 4.206
Energy relative to the best compared isomer or geometry (same formula, charge and spin), kcal/mol: 51.7

The geometry in XYZ format:
```
99
C44H47N4O3Si, DFT ωB97M-V/def2-TZVPD
C -1.226 6.485 3.193
N -0.992 5.077 2.973
C -2.009 4.163 3.054
O -3.195 4.446 3.199
C -1.395 2.774 2.895
C -2.172 1.873 1.941
C -3.627 1.582 2.256
C -4.555 1.525 1.205
C -5.894 1.236 1.468
C -6.306 0.954 2.776
C -5.368 0.959 3.819
C -4.029 1.269 3.559
N -0.027 3.116 2.429
C 0.966 2.196 2.383
C 2.143 2.353 1.625
C 2.958 1.391 1.002
C 4.407 1.528 1.016
C 5.285 0.391 1.090
C 6.574 0.518 1.576
C 7.072 1.804 1.886
N 8.182 1.923 2.775
O 8.506 3.059 3.195
O 8.761 0.883 3.155
C 6.332 2.960 1.549
C 5.042 2.811 1.064
C 0.301 4.558 2.571
C 0.740 5.180 1.236
C 1.359 4.794 3.665
H -2.286 6.633 3.406
H -0.633 6.847 4.043
H -0.951 7.070 2.309
H -1.338 2.297 3.899
H -2.110 2.324 0.935
H -1.636 0.911 1.911
H -4.219 1.714 0.183
H -6.623 1.246 0.655
H -7.355 0.739 2.983
H -5.677 0.744 4.842
H -3.288 1.260 4.361
H 0.846 1.362 3.091
H 2.527 3.378 1.588
H 2.523 0.460 0.635
H 4.915 -0.605 0.827
H 7.223 -0.334 1.770
H 6.773 3.939 1.716
H 4.489 3.700 0.743
H -0.046 5.029 0.483
H 0.916 6.255 1.378
H 1.665 4.749 0.849
H 0.932 4.488 4.633
H 2.271 4.224 3.466
H 1.608 5.860 3.721
C 1.790 -6.802 -2.919
C 0.451 -6.988 -2.551
C -0.374 -5.878 -2.321
C 0.133 -4.583 -2.518
Si -0.981 -3.111 -2.485
C -2.767 -3.587 -2.472
C -3.668 -3.190 -1.470
C -4.994 -3.641 -1.504
C -5.414 -4.508 -2.519
C -4.512 -4.919 -3.507
C -3.192 -4.459 -3.485
C -0.716 -2.194 -0.927
C 0.165 -2.664 0.046
C 0.684 -1.739 0.957
C 0.276 -0.414 0.874
C -0.621 0.046 -0.090
C -1.222 -0.885 -0.934
C -0.394 -1.811 -3.780
C -0.067 -2.455 -5.151
C 1.260 -1.805 -5.592
C 1.748 -0.935 -4.410
N 0.776 -1.080 -3.334
C 1.503 -4.403 -2.752
C 2.323 -5.510 -2.995
H 2.423 -7.663 -3.131
H 0.039 -7.992 -2.445
H -1.411 -6.014 -2.003
H -3.333 -2.536 -0.661
H -5.694 -3.318 -0.733
H -6.443 -4.868 -2.537
H -4.819 -5.605 -4.294
H -2.478 -4.776 -4.249
H 0.477 -3.711 0.064
H 1.424 -2.033 1.705
H 0.697 0.296 1.570
H -0.869 1.104 -0.196
H -2.022 -0.570 -1.612
H -1.304 -1.171 -3.860
H 0.041 -3.547 -5.072
H -0.885 -2.249 -5.849
H 1.997 -2.576 -5.846
H 1.111 -1.186 -6.483
H 2.731 -1.292 -4.076
H 1.857 0.122 -4.690
H 0.617 -0.261 -2.762
H 1.927 -3.393 -2.746
H 3.371 -5.347 -3.243
```

***

[2]
Formula: C6H8N2
Source: OMol25
Level of theory: ωB97M-V/def2-TZVPD

## Properties
Largest force on an atom, eV/A: 2.477
Net charge: 0
Multiplicity: 1
Orbital gap (alpha / beta), eV: 7.326 / 7.325
Energy relative to the best compared isomer or geometry (same formula, charge and spin), kcal/mol: 127.9

The geometry in XYZ format:
```
16
C6H8N2, DFT ωB97M-V/def2-TZVPD
C -0.757 -1.196 1.041
C -1.504 -0.414 -1.274
C -0.555 -0.286 -0.121
C 0.727 1.757 -0.938
N 0.268 0.691 -0.052
N 1.916 1.987 -0.610
C 1.820 0.756 0.610
C 2.385 0.191 1.549
H 0.063 2.218 -1.665
H -1.182 -0.652 1.887
H 0.188 -1.605 1.401
H -1.323 0.313 -2.060
H -1.423 -1.416 -1.695
H -2.528 -0.293 -0.920
H -1.388 -2.044 0.780
H 3.292 -0.007 2.065
```

***

[3]
Formula: CH3O3PS
Source: OMol25
Level of theory: ωB97M-V/def2-TZVPD

## Properties
Largest force on an atom, eV/A: 5.510
Net charge: 0
Multiplicity: 3
Orbital gap (alpha / beta), eV: 5.781 / 8.168
Expectation value of S²: 2.01
Energy relative to the best compared isomer or geometry (same formula, charge and spin), kcal/mol: 133.9

The geometry in XYZ format:
```
9
CH3O3PS, DFT ωB97M-V/def2-TZVPD
C -0.279 0.938 0.012
O 2.567 1.675 0.072
O 0.469 0.552 -1.002
O 0.487 0.576 1.138
P 2.948 -1.224 0.033
S 1.826 0.509 -0.028
H -0.258 1.984 0.065
H -1.314 0.611 -0.035
H 1.711 -1.754 0.415
```

***

[4]
Formula: C4H8IOTm
Source: OMol25
Level of theory: ωB97M-V/def2-TZVPD

## Properties
Largest force on an atom, eV/A: 6.378
Net charge: +2
Multiplicity: 3
Orbital gap (alpha / beta), eV: 6.175 / 6.506
Expectation value of S²: 2.01

The geometry in XYZ format:
```
15
C4H8IOTm, DFT ωB97M-V/def2-TZVPD
C 1.738 -0.937 -0.125
C 1.712 0.681 0.135
C 0.112 1.108 0.366
O -0.760 0.703 -0.747
C -2.167 0.577 -0.337
I -2.854 -1.505 -0.292
H 1.588 -1.476 0.909
H 2.766 -1.216 -0.644
H 0.896 -1.313 -0.878
H 2.240 1.324 -0.693
H 2.222 0.860 1.200
H -0.183 0.589 1.398
H 0.088 2.289 0.431
H -2.245 0.949 0.791
Tm -5.154 -2.634 -1.514
```

***

[5]
Formula: C3H7NO
Source: OMol25
Level of theory: ωB97M-V/def2-TZVPD

## Properties
Structure (SMILES): CNC(C)=O
Largest force on an atom, eV/A: 0.352
Net charge: 0
Multiplicity: 1
Orbital gap, eV: 10.578
Energy relative to the best compared isomer or geometry (same formula, charge and spin), kcal/mol: 5.1

The geometry in XYZ format:
```
12
C3H7NO, DFT ωB97M-V/def2-TZVPD
C -1.849 -0.321 -0.328
N -0.592 0.066 0.272
C 0.603 -0.108 -0.364
C 1.818 0.361 0.414
O 0.698 -0.609 -1.472
H -1.645 -0.576 -1.369
H -2.565 0.508 -0.291
H -2.289 -1.192 0.171
H -0.596 0.470 1.194
H 2.442 0.967 -0.247
H 2.408 -0.510 0.715
H 1.567 0.945 1.305
```

***

[6]
Formula: C4H14O2S2
Source: OMol25
Level of theory: ωB97M-V/def2-TZVPD

## Properties
Structure (SMILES): CCSSCC.O.O
Largest force on an atom, eV/A: 0.744
Net charge: 0
Multiplicity: 1
Orbital gap, eV: 9.264
Energy relative to the best compared isomer or geometry (same formula, charge and spin), kcal/mol: 2.8

The geometry in XYZ format:
```
22
C4H14O2S2, DFT ωB97M-V/def2-TZVPD
C 0.971 1.814 -0.962
C -0.013 2.234 0.102
S -0.996 0.790 0.645
S 0.061 0.166 2.302
C 1.023 -1.222 1.654
C 0.235 -2.287 0.890
H 1.612 2.589 -1.391
H 0.495 1.328 -1.805
H 1.663 1.126 -0.479
H -0.745 2.969 -0.238
H 0.511 2.616 0.963
H 1.870 -0.837 1.086
H 1.457 -1.726 2.526
H 0.742 -2.538 -0.039
H -0.730 -1.925 0.565
H 0.064 -3.161 1.522
O -2.261 -1.318 -1.923
H -2.197 -0.378 -1.736
H -3.113 -1.613 -1.579
O 1.785 -0.697 -3.948
H 1.286 -1.349 -4.449
H 1.445 -0.775 -3.050
```

***

[7]
Formula: C31H54Br3Cl3F3I2N5O4PS
Source: OMol25
Level of theory: ωB97M-V/def2-TZVPD

## Properties
Largest force on an atom, eV/A: 2.556
Net charge: +1
Multiplicity: 1
Orbital gap, eV: 5.351

The geometry in XYZ format:
```
107
C31H54Br3Cl3F3I2N5O4PS, DFT ωB97M-V/def2-TZVPD
C 2.713 0.727 6.588
C 3.123 -0.458 5.706
C 2.013 -1.481 5.370
Br 2.306 -3.039 6.531
N 0.633 -0.917 5.517
C -0.358 -1.879 5.729
N -0.835 -2.199 6.887
P -0.215 -1.269 8.293
S -1.144 0.419 8.374
C -1.853 -3.260 7.021
I -1.003 -4.995 7.961
C -3.148 -2.771 7.683
C -3.151 -2.598 9.211
I -4.754 -4.031 7.040
N -0.796 -2.432 4.515
Cl -0.093 -3.978 4.269
C -0.677 -1.375 3.428
C -0.015 -1.906 2.197
Cl 1.640 -1.482 1.890
C -0.640 -2.707 1.326
C -2.051 -3.206 1.468
Cl 0.160 -3.260 -0.079
C -2.108 -0.802 3.234
Br -3.493 -1.454 4.359
C -2.421 0.099 2.296
C -1.470 0.682 1.280
Br -4.187 0.739 2.100
C 0.045 -0.257 4.339
C 0.783 0.934 3.732
C 0.149 2.256 4.234
C 1.064 3.353 3.812
F 2.353 3.253 4.250
C 0.779 4.396 2.983
F -0.044 5.360 3.293
F 1.322 4.555 1.801
H 2.449 1.596 5.994
H 1.912 0.515 7.290
H 3.586 1.034 7.163
H 3.971 -1.001 6.111
H 3.460 -0.054 4.748
H 2.142 -1.841 4.354
H -0.487 -2.063 9.405
H 1.148 -1.080 8.103
H -2.095 -3.603 6.022
H -3.358 -1.800 7.236
H -3.280 -1.553 9.486
H -2.269 -3.002 9.701
H -3.996 -3.136 9.635
H -2.284 -3.886 0.656
H -2.209 -3.701 2.425
H -2.739 -2.366 1.390
H -2.067 1.148 0.499
H -0.890 1.498 1.707
H -0.847 -0.059 0.787
H -0.840 0.214 4.779
H 0.813 0.901 2.649
H 1.824 0.980 4.037
H -0.857 2.403 3.847
H 0.166 2.185 5.330
C -2.273 1.476 -5.837
O -2.923 0.230 -6.009
C -2.142 -0.738 -6.699
C -1.754 -1.874 -5.778
N -0.793 -1.425 -4.778
C -0.533 -2.388 -3.716
C -1.683 -2.742 -2.781
O -2.108 -1.671 -1.950
C -3.076 -0.803 -2.519
H -3.002 2.171 -5.423
H -1.430 1.403 -5.140
H -1.915 1.873 -6.790
H -1.258 -0.283 -7.154
H -2.762 -1.141 -7.505
H -1.309 -2.680 -6.368
H -2.675 -2.257 -5.317
H -1.133 -0.569 -4.359
H 0.272 -1.973 -3.102
H -0.147 -3.310 -4.163
H -1.320 -3.511 -2.098
H -2.535 -3.184 -3.312
H -3.734 -1.327 -3.216
H -2.606 0.041 -3.029
H -3.682 -0.402 -1.705
C 3.650 1.825 -4.635
O 3.424 1.153 -5.855
C 2.050 1.008 -6.196
C 1.703 1.842 -7.409
N 1.729 3.265 -7.095
C 1.623 4.141 -8.259
C 2.757 4.112 -9.279
O 3.987 4.609 -8.790
C 4.806 3.666 -8.124
H 4.715 1.759 -4.416
H 3.375 2.884 -4.695
H 3.094 1.357 -3.815
H 1.397 1.254 -5.352
H 1.890 -0.045 -6.441
H 0.700 1.573 -7.755
H 2.418 1.584 -8.202
H 2.592 3.476 -6.612
H 1.552 5.164 -7.881
H 0.682 3.927 -8.775
H 2.471 4.781 -10.094
H 2.891 3.120 -9.728
H 4.679 2.658 -8.526
H 4.612 3.657 -7.047
H 5.842 3.970 -8.268
```

***

[8]
Formula: C2H3FOSn
Source: OMol25
Level of theory: ωB97M-V/def2-TZVPD

## Properties
Largest force on an atom, eV/A: 4.618
Net charge: 0
Multiplicity: 1
Orbital gap, eV: 7.852

The geometry in XYZ format:
```
8
C2H3FOSn, DFT ωB97M-V/def2-TZVPD
C -0.391 -0.615 0.706
C 0.840 -0.451 0.190
H -0.813 -0.040 1.535
F -1.200 -1.560 0.264
H 1.509 0.252 0.694
H 1.229 -1.150 -0.556
O -1.229 2.325 -1.627
Sn 0.056 1.239 -1.205
```